No. 1
17
Properties=species:S:1:pos:R:3:forces:R:3 method="wB97M-V/def2-TZVPD" e_tot_ev=-9903.33451 gap_ha=0.34651 multiplicity=1 lumo_energy_ha=0.00338
H 0.075 1.848 1.505 -0.8 0.8 0.3
C -0.879 -0.514 -0.351 -1.1 -0.9 -1.1
H -2.651 -0.679 -1.577 0.5 0.1 2.8
H -2.798 0.219 0.133 0.2 -1.0 -1.0
C 3.051 -1.109 -0.645 -0.4 2.4 -0.9
H 3.606 -2.045 -0.639 -0.5 -0.1 0.0
H -1.523 1.094 1.657 -0.2 -0.2 0.4
C -0.171 0.407 0.185 1.5 1.3 0.9
H -0.396 -1.225 -0.895 1.6 -2.4 -1.2
N 1.910 -0.938 -0.114 1.3 -2.2 0.5
C 1.362 0.273 0.227 -2.6 1.0 -1.1
H 3.526 -0.226 -1.192 -0.2 -1.1 0.7
O 1.994 1.209 0.613 1.5 0.9 0.7
H -1.366 2.376 0.491 1.0 -1.0 -0.2
C -2.310 -0.644 -0.416 -2.4 1.8 -1.8
C -0.816 1.507 0.957 1.0 1.2 0.8
H -2.615 -1.551 0.060 -0.4 -0.7 0.1

No. 2
17
Properties=species:S:1:pos:R:3:forces:R:3 method="wB97M-V/def2-TZVPD" e_tot_ev=-9900.58636 gap_ha="0.29833 / 0.29835" multiplicity=1 lumo_energy_ha="0.00144 / 0.00144"
C -2.419 0.126 0.791 0.3 -0.5 -1.2
H -2.759 -0.874 0.516 -0.1 0.0 0.1
C 1.527 0.324 -0.780 -0.7 -0.6 -0.1
O 2.075 1.193 -1.389 -0.2 -0.1 0.2
H -2.961 0.441 1.684 0.3 0.1 0.1
H 2.897 -1.279 -1.019 0.1 0.0 0.1
H -2.652 0.782 -0.047 -0.1 0.1 0.1
H -0.640 -0.515 1.896 0.0 -0.3 0.0
C -0.107 0.357 -0.565 2.4 1.7 -2.4
N -0.722 -0.058 -1.622 -1.1 0.1 0.5
H 0.785 1.564 1.134 0.3 -0.4 -0.2
H 2.642 -0.769 0.657 0.0 0.0 0.0
C -0.061 1.110 0.637 -2.1 -0.6 0.8
H -0.225 0.203 -2.475 0.4 -0.6 0.3
C -0.938 0.105 1.051 0.4 1.1 2.1
H 1.413 -1.751 -0.174 -0.1 0.1 0.1
C 2.147 -0.958 -0.296 0.3 0.0 -0.2

No. 3
17
Properties=species:S:1:pos:R:3:forces:R:3 method="wB97M-V/def2-TZVPD" e_tot_ev=-9897.71196 gap_ha=0.35024 multiplicity=1 lumo_energy_ha=0.03362
C 0.177 0.642 -0.919 -1.0 4.3 1.4
C 1.036 -0.458 -0.891 2.1 -3.3 3.2
H 0.211 0.598 2.150 0.3 -0.3 -0.8
H -2.319 -0.387 -1.129 0.9 -1.5 3.0
H 0.668 -2.072 0.593 0.5 3.2 1.1
C 0.941 -0.888 0.568 1.3 -2.3 -1.7
H -1.351 -1.601 0.229 -1.9 1.3 -0.7
C -1.952 -0.624 0.040 0.1 1.4 -2.1
O 2.212 -0.637 0.031 -0.1 -0.2 -1.8
H 2.115 1.297 0.181 -3.2 2.5 -1.0
H -0.341 0.997 -1.734 -0.1 0.7 -2.7
H 0.340 2.448 0.348 0.1 1.2 0.1
H 0.839 -1.301 -1.390 0.0 -2.8 -2.8
C 0.884 1.594 0.061 4.6 -4.5 2.1
C 0.415 0.391 1.075 -4.5 2.0 0.5
N -0.854 0.541 0.109 -2.7 -2.0 3.3
H -3.021 -0.540 0.678 3.5 0.1 -1.3

No. 4
17
Properties=species:S:1:pos:R:3:forces:R:3 method="wB97M-V/def2-TZVPD" e_tot_ev=-9901.18591 gap_ha="0.27796 / 0.27786" multiplicity=1 lumo_energy_ha="0.03455 / 0.03454"
H -1.986 0.633 -1.140 -0.1 -0.1 0.0
H 0.370 1.510 -1.236 0.0 0.0 0.1
C -0.423 -1.473 0.141 0.6 -0.4 0.2
C 0.678 0.391 0.642 -2.4 0.4 -0.6
N 2.046 -1.541 -0.161 1.1 -0.4 -0.2
H -0.883 -2.422 -0.103 0.0 0.0 0.3
H 0.666 2.494 0.219 0.0 -0.1 0.0
H 2.877 -1.088 0.193 -0.2 0.0 0.0
C 0.856 -1.036 0.169 -1.5 0.0 0.6
O -0.458 0.488 1.612 0.8 -1.5 0.7
C -1.024 -0.173 0.568 1.3 1.5 -0.4
H -2.493 1.399 0.371 0.1 -0.1 0.1
C -2.203 0.448 -0.079 0.1 0.4 -0.6
H 1.977 1.584 -0.513 -0.1 0.1 -0.1
C 0.909 1.551 -0.273 0.2 0.1 -0.1
H 2.143 -2.522 -0.378 -0.1 0.2 0.0
H -3.051 -0.240 -0.031 0.1 0.0 0.0

No. 5
17
Properties=species:S:1:pos:R:3:forces:R:3 method="wB97M-V/def2-TZVPD" e_tot_ev=-9900.51617 gap_ha=0.34405 multiplicity=1 lumo_energy_ha=0.03634
C 0.377 -1.389 0.400 -3.0 0.3 -2.0
H 0.107 2.162 -0.514 -0.2 -0.6 0.3
H -2.644 -0.291 -0.797 0.1 0.0 -0.8
C 0.220 0.012 0.897 -0.8 0.7 -2.9
H 2.761 -0.086 0.679 -0.8 1.2 -2.9
C -1.065 0.725 0.364 -0.9 -1.1 1.6
C -1.055 -1.639 -0.279 0.8 1.4 -0.2
H -2.067 0.675 1.063 2.8 1.4 -0.9
H 0.565 0.402 -1.267 -0.2 -1.7 0.1
N 2.377 0.312 -0.292 3.8 -2.4 0.3
H 0.760 -2.247 0.986 0.5 0.9 -0.7
H 3.212 -0.032 -1.109 -3.6 0.8 3.1
H 0.837 0.452 1.603 0.7 0.7 1.7
O -0.752 2.073 -0.075 -1.3 -1.0 0.5
C -1.595 -0.379 -0.543 -0.6 -3.2 0.9
H -1.427 -2.734 -0.483 0.5 2.6 0.2
C 0.995 -0.174 -0.427 2.1 0.2 1.8

No. 6
17
Properties=species:S:1:pos:R:3:forces:R:3 method="wB97M-V/def2-TZVPD" e_tot_ev=-9897.46160 gap_ha=0.30450 multiplicity=1 lumo_energy_ha=0.01464
O -1.857 -0.797 0.539 0.1 0.5 6.2
H -0.885 0.237 -0.987 1.6 1.9 0.4
C 0.213 0.371 -1.261 -1.9 -2.4 -1.2
C 0.193 -1.120 -1.591 1.5 -1.8 -2.1
C 0.906 -0.799 -0.331 -1.2 0.9 0.3
C -1.088 -0.485 1.530 -0.4 0.6 -6.2
H -0.903 -1.417 -1.543 1.9 -0.4 -0.4
H -1.028 -0.124 2.720 -1.6 -1.4 -2.6
H 1.748 1.772 -0.815 4.4 0.5 -0.8
H 0.147 2.036 1.348 0.8 -3.4 -1.0
H 0.259 2.574 -0.721 -0.4 -0.3 -1.1
H 0.848 -0.496 1.704 2.1 -1.1 1.8
H 2.051 -0.958 -0.256 -2.2 0.7 -0.5
N 0.570 1.159 0.802 0.7 7.8 -0.8
H 0.932 -1.713 -2.291 -1.8 1.3 1.0
C 0.284 -0.184 0.888 0.2 -2.5 3.6
C 0.776 1.610 -0.750 -3.8 -0.9 3.7